Entry 1:
5 unconnected molecules or ions with the total composition C47H45F49O7Si. Source: the Open Molecules 2025 dataset; level of theory: ωB97M-V with the def2-TZVPD basis set.

XYZ file:
```
149
Properties=species:S:1:pos:R:3:forces:R:3:mulliken_charge:R:1
C -9.276 2.712 -0.635 0.0 -0.8 0.5 -0.551
Si -9.797 1.631 -2.187 -0.2 0.9 0.3 -0.003
C -11.311 2.586 -2.990 -0.2 0.1 -0.1 -0.718
C -8.319 1.520 -3.417 1.2 0.5 -1.2 -0.522
C -7.005 0.706 -2.843 0.1 0.1 -0.3 -0.176
C -5.629 1.621 -2.805 0.5 -1.1 0.3 -0.808
C -4.624 1.378 -4.082 0.3 1.5 0.4 -0.541
C -3.257 2.287 -3.810 0.1 0.1 -0.7 -0.643
C -1.955 1.766 -4.706 -0.2 -0.2 0.0 -0.450
C -0.730 1.159 -3.800 -0.3 -0.5 -0.2 -0.575
C 0.785 1.587 -4.364 -1.2 -1.2 0.7 -0.524
C 1.511 2.380 -3.127 0.7 1.3 -1.2 -0.169
O 1.274 3.810 -3.513 3.8 0.8 -2.4 -0.389
C 2.394 4.199 -4.411 1.2 3.6 -2.9 0.474
O 2.589 5.296 -5.148 -2.0 -7.7 5.4 -0.533
O 3.444 3.125 -4.403 -2.7 1.4 1.7 -0.365
C 3.181 2.476 -3.109 -2.2 0.1 0.7 -0.151
C 3.899 0.995 -2.806 -2.7 1.1 -2.1 0.638
F 3.825 0.281 -4.136 0.8 1.7 4.5 -0.307
F 2.997 0.309 -1.859 3.2 1.7 -2.6 -0.300
C 5.426 1.252 -2.279 1.3 2.3 -1.9 0.696
F 6.145 1.863 -3.464 -2.5 -2.1 3.8 -0.303
F 5.438 2.357 -1.257 -0.1 -4.1 -2.8 -0.258
C 6.295 -0.060 -1.881 2.1 -1.4 -2.5 0.577
F 6.045 -1.165 -2.883 0.4 3.8 3.3 -0.285
F 7.744 0.303 -2.113 -4.8 -1.3 1.4 -0.283
C 6.037 -0.731 -0.418 1.1 -4.0 0.2 0.366
F 7.054 -1.853 -0.340 -3.1 3.7 -0.4 -0.276
F 4.723 -1.473 -0.307 4.3 3.2 -0.4 -0.236
C 6.349 0.210 0.884 2.7 -0.7 2.2 0.641
F 7.027 -0.699 1.888 -2.2 3.0 -3.2 -0.309
F 7.392 1.275 0.630 -3.9 -3.5 0.4 -0.318
C 5.029 0.775 1.681 -2.0 -1.2 1.2 0.662
F 4.606 -0.342 2.607 1.3 3.7 -3.0 -0.283
F 3.853 1.075 0.842 4.0 -0.9 2.4 -0.223
C 5.381 2.065 2.628 2.1 1.9 0.3 0.647
F 6.642 1.809 3.420 -4.2 0.8 -3.0 -0.259
F 5.587 3.294 1.772 -0.5 -4.4 2.6 -0.252
C 4.237 2.467 3.726 -2.6 2.2 2.6 0.529
F 4.044 3.963 3.647 0.6 -5.2 0.4 -0.237
F 2.899 1.876 3.500 4.8 1.8 0.6 -0.212
F 4.620 2.172 5.126 -1.3 0.8 -5.2 -0.213
C -10.385 -0.063 -1.468 -2.1 -4.6 2.1 0.528
C -9.497 -1.441 -1.378 -4.6 0.1 1.8 -0.116
C -10.195 -2.773 -0.675 -1.9 2.6 0.1 -0.311
C -11.727 -2.791 -0.055 1.3 4.0 -1.8 -0.284
C -12.629 -1.418 -0.158 4.5 0.3 -1.7 -0.471
C -11.931 -0.104 -0.854 1.5 -3.0 0.4 -0.300
H -10.299 3.030 -0.133 2.3 -0.4 -0.8 -0.095
H -8.717 1.943 0.086 -1.1 2.0 -1.3 0.303
H -8.588 3.614 -0.927 -1.4 -1.6 0.8 0.315
H -11.991 2.909 -2.093 1.1 -0.4 -1.8 0.070
H -10.891 3.539 -3.541 -1.0 -1.8 1.1 0.255
H -11.925 1.910 -3.723 1.1 1.4 1.3 0.280
H -7.948 2.638 -3.605 -0.9 -2.2 0.4 0.287
H -8.644 1.131 -4.498 0.7 0.7 2.4 0.305
H -7.186 0.340 -1.728 0.3 0.6 -2.5 0.204
H -6.849 -0.215 -3.581 -0.1 1.8 1.9 0.257
H -5.851 2.765 -2.671 0.3 -2.2 -0.4 0.235
H -5.036 1.282 -1.838 -1.1 0.8 -1.9 0.303
H -4.304 0.262 -4.247 -0.9 2.1 0.5 0.351
H -5.144 1.804 -5.056 1.1 -1.1 1.9 0.169
H -3.470 3.404 -4.138 0.3 -2.3 0.8 0.289
H -2.976 2.307 -2.664 -0.6 -0.2 -2.3 0.315
H -2.320 0.881 -5.419 0.8 2.2 1.3 0.283
H -1.552 2.670 -5.358 -0.9 -2.0 1.3 0.328
H -0.882 1.491 -2.679 0.4 -0.6 -2.3 0.242
H -0.832 -0.018 -3.819 0.3 2.4 0.2 0.300
H 0.592 2.260 -5.315 0.8 -1.1 2.2 0.349
H 1.361 0.629 -4.733 -1.0 2.0 1.0 0.282
H 1.023 2.354 -2.061 1.1 -0.6 -2.2 0.448
H 3.334 3.333 -2.329 0.4 -2.2 -0.8 0.412
H -8.398 -1.473 -1.784 -2.5 -0.1 0.9 0.126
H -9.567 -3.763 -0.571 -1.4 2.2 -0.3 0.202
H -12.216 -3.726 0.467 1.4 2.0 -1.3 0.261
H -13.722 -1.307 0.259 2.5 -0.4 -0.9 0.277
H -12.576 0.881 -0.916 1.5 -2.2 0.1 0.094
F -8.512 -6.946 -2.146 0.5 -0.2 -0.2 -0.188
C -7.562 -7.897 -2.008 0.6 0.4 -0.9 0.108
F -7.258 -8.310 -3.268 0.0 -0.3 0.3 -0.286
C -8.023 -9.073 -1.153 -0.8 -0.8 0.2 0.833
F -9.040 -9.753 -1.747 0.4 0.3 0.0 -0.272
F -6.985 -9.966 -1.067 0.1 0.6 0.0 -0.331
C -8.432 -8.716 0.284 0.2 -0.5 1.0 -0.655
O -9.828 -8.510 0.517 -0.2 1.5 -1.2 -0.406
C -10.318 -7.213 0.180 1.3 -0.8 1.5 0.790
F -9.268 -6.380 -0.008 -0.8 0.2 0.2 -0.229
F -10.957 -6.758 1.292 -0.2 -0.2 -0.7 -0.314
C -11.297 -7.228 -1.002 -0.5 -0.1 -0.9 0.173
F -10.750 -7.806 -2.102 -0.4 0.0 0.6 -0.212
F -11.649 -5.965 -1.362 0.3 -0.2 0.5 -0.212
H -6.663 -7.433 -1.587 -0.1 -0.1 0.1 0.272
H -8.183 -9.588 0.902 -0.2 0.1 -0.3 0.412
H -7.824 -7.904 0.702 -0.2 -0.1 -0.4 0.313
H -12.205 -7.782 -0.750 0.1 0.0 0.2 0.219
F -13.049 4.691 2.647 0.0 0.0 -0.6 -0.203
C -12.503 5.107 1.485 -0.7 -0.6 -0.5 0.082
F -12.337 3.990 0.726 0.2 0.2 -0.1 -0.251
C -11.171 5.826 1.680 1.1 0.0 0.5 0.955
F -10.220 4.989 2.173 -0.5 0.1 -0.2 -0.271
F -10.715 6.215 0.446 -0.6 0.0 0.2 -0.341
C -11.232 7.086 2.557 0.4 1.0 -0.1 -0.755
O -10.893 6.919 3.937 -1.4 -1.2 0.4 -0.405
C -11.946 6.433 4.768 0.3 1.9 -1.0 0.737
F -13.117 6.524 4.096 0.2 -0.1 0.9 -0.268
F -12.041 7.315 5.800 0.2 -0.8 -0.2 -0.296
C -11.674 5.026 5.320 0.2 -1.0 0.2 0.205
F -11.432 4.133 4.327 0.2 0.5 0.5 -0.189
F -12.747 4.556 6.011 0.1 0.5 -0.2 -0.256
H -13.225 5.750 0.970 0.2 0.1 0.1 0.268
H -10.462 7.767 2.172 0.0 -0.4 0.1 0.406
H -12.172 7.639 2.430 0.1 -0.4 0.0 0.344
H -10.808 5.029 5.987 -0.1 0.3 -0.1 0.232
F 13.050 -2.264 1.108 0.2 0.5 -0.2 -0.231
C 12.732 -0.963 0.934 0.9 0.2 -0.5 0.099
F 13.838 -0.255 1.289 -0.2 0.2 0.1 -0.277
C 11.529 -0.531 1.765 -0.5 0.0 1.0 0.843
F 11.793 -0.597 3.097 0.2 0.0 -0.4 -0.281
F 11.286 0.793 1.503 0.2 -0.4 -0.4 -0.325
C 10.227 -1.295 1.475 -1.1 0.3 -0.1 -0.252
O 9.928 -2.396 2.337 1.6 -1.0 -0.5 -0.409
C 10.581 -3.621 2.009 -1.6 1.1 -1.0 0.723
F 11.109 -3.521 0.767 -0.2 -0.7 0.5 -0.277
F 9.595 -4.555 1.919 0.6 0.2 0.4 -0.288
C 11.605 -4.059 3.066 0.7 -0.2 0.7 0.215
F 12.534 -3.097 3.297 -0.5 -0.3 0.1 -0.163
F 12.283 -5.166 2.662 -0.5 0.3 -0.2 -0.273
H 12.557 -0.787 -0.134 -0.2 0.0 0.1 0.291
H 9.407 -0.586 1.652 0.4 -0.1 0.2 -0.068
H 10.128 -1.566 0.416 0.3 0.0 0.3 0.407
H 11.113 -4.283 4.017 -0.2 0.0 -0.2 0.208
F 17.826 -0.133 4.862 -0.3 -0.4 0.3 -0.222
C 17.049 -1.235 4.802 -0.3 0.1 1.1 0.129
F 17.244 -1.898 5.974 0.0 -0.2 -0.3 -0.285
C 17.386 -2.133 3.615 0.7 -0.5 -0.6 0.818
F 18.637 -2.656 3.725 -0.3 0.2 0.2 -0.283
F 16.534 -3.207 3.641 -0.1 0.6 0.2 -0.311
C 17.240 -1.474 2.235 -0.5 -0.3 -1.0 -0.642
O 18.430 -0.931 1.657 0.4 1.3 1.4 -0.425
C 18.789 0.373 2.112 -1.7 -0.8 -1.2 0.740
F 17.739 0.914 2.774 0.8 0.4 -0.4 -0.266
F 18.947 1.126 0.989 0.4 -0.3 0.6 -0.294
C 20.090 0.389 2.926 0.8 -0.1 0.6 0.206
F 20.033 -0.459 3.984 0.2 0.2 -0.6 -0.207
F 20.334 1.626 3.434 -0.4 -0.1 -0.4 -0.255
H 15.999 -0.921 4.772 0.1 -0.1 -0.2 0.270
H 16.944 -2.272 1.541 0.3 0.0 0.3 0.453
H 16.406 -0.760 2.199 0.3 -0.1 0.3 0.346
H 20.942 0.095 2.307 -0.2 0.0 -0.2 0.229
```
Positions in Å, forces in eV/Å.

Summary:
Net charge = 0
Frontier orbital gap = 6.7 eV

Entry 2:
A molecular structure, C47H46CaCl2GeIN5PS. Source: the Open Molecules 2025 dataset; level of theory: ωB97M-V with the def2-TZVPD basis set.

XYZ file:
```
105
Properties=species:S:1:pos:R:3:forces:R:3:mulliken_charge:R:1
Ca 0.447 -0.563 -0.702 -0.2 0.8 0.6 1.341
N 1.792 -2.664 4.001 0.2 0.3 0.2 0.144
C 2.458 -1.435 3.435 0.1 0.2 -0.2 -0.496
C 3.251 -1.859 2.196 -0.1 -0.1 0.0 -0.603
C 3.624 -0.677 1.282 -0.1 0.2 0.0 0.191
N 2.884 -0.733 0.013 0.3 -0.2 0.0 0.020
C 3.337 0.654 1.984 -0.2 -0.1 -0.1 -1.463
C 1.866 0.829 2.387 0.2 -0.1 -0.2 -0.115
N 1.030 1.006 1.173 -0.2 0.3 0.5 0.046
C 1.376 -0.374 3.223 -0.1 -0.1 -0.1 0.655
H 1.159 -3.015 3.281 -0.5 -0.3 -0.6 0.014
H 1.237 -2.449 4.827 0.0 0.0 0.1 0.448
H 2.466 -3.391 4.231 0.1 -0.1 0.0 0.465
H 3.148 -1.092 4.204 0.0 0.0 0.1 0.453
H 2.691 -2.601 1.614 0.0 0.1 0.0 -0.169
H 4.169 -2.346 2.536 0.0 -0.1 0.0 0.250
H 4.698 -0.727 1.095 0.1 0.0 0.0 0.669
H 3.013 -1.625 -0.467 -0.1 0.0 0.0 0.250
H 3.267 -0.025 -0.611 0.1 -0.1 0.0 -0.364
H 3.633 1.474 1.330 0.1 0.1 0.0 0.183
H 3.962 0.727 2.880 0.0 0.1 0.0 0.571
H 1.801 1.719 3.014 0.0 0.1 0.0 0.689
H 1.503 1.669 0.559 -0.1 0.1 0.1 -0.276
H 0.136 1.435 1.412 0.1 0.0 0.1 0.148
H 0.514 -0.817 2.721 0.0 0.0 0.0 -0.952
H 1.033 -0.029 4.202 0.0 0.0 0.0 0.353
I -1.589 2.555 -1.047 0.0 0.0 -0.1 0.299
C -3.651 2.663 -0.619 0.2 -0.2 0.1 0.062
C -4.118 3.935 -0.795 -0.1 0.1 0.0 -0.692
C -5.481 4.237 -0.630 0.0 0.1 0.0 -0.975
C -6.341 3.238 -0.306 -0.1 0.0 0.0 -0.808
C -5.885 1.912 -0.114 0.3 0.0 0.0 0.958
C -6.844 0.931 0.210 -0.1 0.0 0.0 -0.808
C -6.479 -0.365 0.396 -0.1 -0.1 0.0 -1.194
C -5.126 -0.710 0.286 0.0 0.0 0.0 -0.628
C -4.136 0.199 -0.010 0.1 0.0 -0.1 1.154
P -2.436 -0.589 0.067 -0.7 -0.3 0.3 0.188
C -2.502 -0.936 1.880 0.1 0.1 0.0 1.362
C -2.240 0.208 2.648 0.0 0.0 0.0 -1.029
C -2.222 0.160 4.034 0.0 0.0 -0.1 -0.703
C -2.454 -1.047 4.686 0.0 0.0 0.0 -0.749
C -2.732 -2.183 3.938 0.0 0.0 0.0 -0.711
C -2.764 -2.128 2.547 -0.1 0.0 0.0 -0.013
C -2.764 -2.053 -0.986 -0.1 0.0 0.0 1.223
C -3.118 -1.690 -2.290 0.0 0.0 0.0 -1.349
C -3.275 -2.647 -3.278 0.0 0.0 0.0 -0.730
C -3.065 -3.988 -2.984 0.0 0.0 0.0 -0.657
C -2.718 -4.359 -1.695 0.0 0.0 0.0 -0.854
C -2.572 -3.401 -0.700 0.0 0.0 0.0 -0.159
C -4.493 1.567 -0.248 -0.2 0.1 0.0 0.203
H -3.432 4.722 -1.081 0.0 0.0 0.0 0.514
H -5.832 5.250 -0.777 0.0 0.0 0.0 0.403
H -7.402 3.434 -0.193 0.1 0.0 0.0 0.376
H -7.881 1.233 0.301 0.1 0.0 0.0 0.394
H -7.215 -1.122 0.636 0.1 0.0 0.0 0.464
H -4.851 -1.746 0.443 0.0 0.0 0.0 0.265
H -2.078 1.160 2.144 0.0 0.0 0.0 0.400
H -2.046 1.065 4.604 0.0 0.0 0.0 0.497
H -2.445 -1.092 5.769 0.0 0.0 -0.1 0.428
H -2.951 -3.120 4.439 0.0 0.1 0.0 0.512
H -3.017 -3.025 1.995 0.0 0.0 0.0 0.314
H -3.271 -0.643 -2.534 0.0 0.0 0.0 0.589
H -3.553 -2.345 -4.281 0.0 0.0 0.0 0.471
H -3.166 -4.737 -3.759 0.0 0.0 0.0 0.398
H -2.538 -5.401 -1.461 0.0 0.0 0.0 0.459
H -2.279 -3.731 0.283 0.0 0.0 0.0 0.128
Cl 0.013 -2.994 1.260 0.3 0.0 0.4 -0.137
C 0.911 -4.105 0.194 0.0 -0.2 -0.1 0.490
C 1.194 -5.384 0.652 0.0 0.1 0.0 -0.617
C 1.775 -6.293 -0.210 0.0 0.0 -0.1 -0.806
C 2.006 -5.892 -1.542 0.0 0.0 0.0 -0.409
C 1.691 -4.633 -1.980 0.0 0.1 0.3 0.144
Cl 1.976 -4.217 -3.645 0.0 0.0 0.0 -0.231
C 1.107 -3.576 -1.142 0.0 0.1 -0.4 -0.220
N 0.808 -2.372 -1.517 0.3 -1.5 -0.1 -0.927
H 0.957 -5.667 1.674 0.0 0.0 0.0 0.353
H 2.031 -7.289 0.124 0.0 0.0 0.0 0.378
H 2.430 -6.599 -2.247 0.0 0.1 0.0 0.429
S -0.475 -0.270 -4.283 -0.1 -0.1 0.0 -0.245
C 0.526 0.407 -3.315 0.2 0.2 -0.3 0.680
N 1.287 0.924 -2.521 0.0 0.1 0.1 -0.305
Ge 2.482 2.339 -2.919 0.1 0.2 -0.1 0.113
C 1.532 4.025 -2.812 0.1 0.0 0.0 0.062
C 1.183 4.652 -1.614 -0.1 0.0 -0.1 0.663
C 0.569 5.895 -1.620 0.0 0.0 0.0 -0.909
C 0.289 6.524 -2.827 0.0 0.0 0.0 -0.516
C 0.619 5.907 -4.026 0.0 0.0 0.0 -0.654
C 1.245 4.667 -4.018 0.0 0.0 0.1 -0.686
C 4.030 2.224 -1.749 0.0 0.1 -0.1 0.444
C 5.015 1.267 -2.019 -0.1 -0.1 0.2 -0.214
C 6.221 1.279 -1.333 0.0 0.0 0.0 -0.658
C 6.472 2.263 -0.384 0.0 0.1 0.0 -0.544
C 5.506 3.224 -0.110 0.0 0.0 0.0 -0.583
C 4.295 3.206 -0.792 0.0 -0.1 0.0 -0.388
H 2.890 2.060 -4.366 0.0 0.0 0.0 -0.155
H 1.359 4.162 -0.661 0.1 0.0 0.0 0.408
H 0.311 6.377 -0.685 0.0 0.0 0.0 0.429
H -0.190 7.495 -2.831 0.0 0.0 0.0 0.402
H 0.393 6.393 -4.967 0.0 0.0 0.0 0.418
H 1.509 4.195 -4.958 0.0 0.0 0.0 0.361
H 4.831 0.497 -2.761 0.1 0.0 0.0 0.456
H 6.975 0.532 -1.554 0.0 0.0 0.0 0.450
H 7.429 2.297 0.123 -0.1 0.0 0.0 0.418
H 5.697 3.997 0.627 0.0 -0.1 -0.1 0.414
H 3.566 3.980 -0.585 0.0 0.0 0.0 0.241
```
Positions in Å, forces in eV/Å.

Summary:
ΔE to the lowest compared entry with this formula, charge and spin = 80.0 kcal per mole
Net charge = +1
Frontier orbital gap = 4.7 eV

- Which of these has the lowest net charge?
  C47H45F49O7Si

- net charge of number 1 (C47H45F49O7Si)?
  0

- Which of these has the lowest frontier orbital gap?
  C47H46CaCl2GeIN5PS

- Which value of frontier orbital gap does entry 1 give?
  6.7 eV